Formula: C24H29AsKN2PSe2
Source: the OMol25 dataset
Level of theory: ωB97M-V/def2-TZVPD

Structure (XYZ):
```
60
C24H29AsKN2PSe2 ωB97M-V/def2-TZVPD
K 1.479 0.137 0.510
C 3.209 0.985 3.276
C 2.656 2.191 2.857
C 3.102 2.790 1.683
C 4.100 2.182 0.929
C 4.652 0.975 1.347
C 4.206 0.376 2.520
H 2.870 0.525 4.195
H 1.878 2.665 3.443
H 2.672 3.730 1.360
H 4.456 2.655 0.021
H 5.439 0.507 0.766
H 4.641 -0.560 2.848
Se -0.753 2.110 0.585
P -1.952 0.323 0.647
Se -0.979 -1.604 0.724
C -3.072 0.348 -0.800
C -3.122 -0.695 -1.715
C -3.982 -0.625 -2.808
C -4.800 0.480 -2.981
C -4.757 1.525 -2.063
C -3.894 1.462 -0.980
C -3.123 0.404 2.049
C -4.114 -0.575 2.150
C -5.027 -0.538 3.192
C -4.952 0.471 4.147
C -3.964 1.439 4.054
C -3.052 1.409 3.002
H -2.489 -1.559 -1.563
H -4.015 -1.442 -3.520
H -5.474 0.530 -3.829
H -5.397 2.389 -2.194
H -3.844 2.283 -0.275
H -4.160 -1.368 1.412
H -5.799 -1.295 3.260
H -5.666 0.501 4.961
H -3.905 2.225 4.796
H -2.287 2.169 2.910
C 0.158 0.892 -3.329
As 1.777 0.202 -2.483
C 3.081 1.232 -3.523
C 1.900 -1.478 -3.479
H 0.256 0.869 -4.414
H -0.022 1.911 -2.992
H -0.696 0.287 -3.024
H 2.891 1.132 -4.592
H 4.091 0.887 -3.305
H 3.007 2.283 -3.246
H 1.796 -1.300 -4.549
H 1.106 -2.144 -3.142
H 2.856 -1.961 -3.282
N 2.032 -3.250 1.106
C 2.602 -4.441 0.834
C 3.732 -4.178 0.094
C 3.737 -2.776 -0.045
N 2.700 -2.218 0.568
H 1.148 -3.069 1.559
H 2.172 -5.368 1.180
H 4.441 -4.890 -0.294
H 4.453 -2.150 -0.559
```

Summary:
total charge: 0
orbital gap: 7.71 eV
LUMO: 0.2 eV

These are the Löwdin partial charges, in e, on atoms 1 to 2:
1 K 0.20
2 C -0.10

***

Formula: H26HeO13
Source: the OMol25 dataset
Level of theory: ωB97M-V/def2-TZVPD

Structure (XYZ):
```
40
H26HeO13 ωB97M-V/def2-TZVPD
He -4.913 22.876 -3.220
O -5.618 23.602 -0.847
H -5.635 24.396 -1.382
H -6.539 23.361 -0.747
O -1.719 23.254 -1.053
H -0.948 23.214 -0.487
H -1.973 22.339 -1.177
O -1.639 24.660 -4.029
H -2.016 24.790 -3.159
H -0.760 25.035 -3.968
O -3.727 25.967 -5.444
H -2.963 25.619 -4.984
H -4.104 25.209 -5.890
O -5.131 18.801 -3.061
H -5.060 19.634 -2.595
H -4.340 18.759 -3.598
O -3.137 20.456 -6.415
H -2.672 20.996 -5.775
H -2.870 19.560 -6.212
O -3.577 23.258 0.971
H -4.236 23.513 0.326
H -2.752 23.263 0.486
O -5.365 25.863 -3.012
H -6.105 26.452 -2.867
H -5.010 26.127 -3.861
O -1.674 21.897 -4.531
H -0.961 21.515 -4.019
H -1.614 22.837 -4.361
O -2.582 20.896 -1.747
H -2.782 21.381 -2.547
H -3.438 20.705 -1.362
O -8.195 21.634 -5.232
H -7.893 22.461 -4.858
H -8.197 21.023 -4.495
O -7.184 24.295 -4.318
H -7.521 25.063 -4.780
H -6.430 24.623 -3.826
O -5.312 20.717 -0.877
H -6.003 20.439 -0.276
H -5.345 21.674 -0.856
```

Summary:
total charge: 0
orbital gap: 10.40 eV
LUMO: -0.2 eV

These are the Löwdin partial charges, in e, on atoms 1 to 2:
1 He 0.16
2 O -0.07

***

Formula: C5H13NO2
Source: the OMol25 dataset
Level of theory: ωB97M-V/def2-TZVPD

Structure (XYZ):
```
21
C5H13NO2 ωB97M-V/def2-TZVPD
C -1.307 1.232 -0.243
C -0.669 2.462 0.371
O -0.968 0.925 -1.471
H 0.077 0.342 -1.405
H -2.383 1.155 -0.035
H -0.804 0.247 0.533
H -0.897 2.537 1.436
H 0.414 2.425 0.240
H -1.055 3.349 -0.134
C 1.141 -1.527 -1.717
C 0.052 -0.722 1.020
N 1.156 -0.235 1.593
C -0.619 -1.857 1.092
O 1.073 -0.318 -1.017
H 1.079 0.481 2.300
H 1.965 -0.178 0.984
H 0.878 -1.404 -2.776
H 2.156 -1.939 -1.661
H 0.453 -2.278 -1.291
H -1.592 -1.976 0.642
H -0.149 -2.723 1.540
```

Summary:
total charge: 0
orbital gap (spin up / spin down): 8.38 / 8.38 eV
LUMO (spin up / spin down): -0.3 / -0.3 eV

These are the Löwdin partial charges, in e, on atoms 1 to 2:
1 C -0.34
2 C -0.06

***

Formula: C3H9NO3
Source: the OMol25 dataset
Level of theory: ωB97M-V/def2-TZVPD

Structure (XYZ):
```
16
C3H9NO3 ωB97M-V/def2-TZVPD
C -0.842 -0.855 1.007
C -1.201 0.395 0.194
N -0.258 1.503 0.352
C -1.220 -0.029 -1.263
O -2.097 -0.506 -1.921
O 0.087 -0.163 -1.741
H -1.283 -1.787 0.674
H 0.253 -0.934 1.057
H -1.166 -0.675 2.065
H -2.230 0.684 0.477
H -0.328 1.812 1.319
H 0.696 1.162 0.279
H -0.008 -0.778 -2.480
O 2.991 0.296 0.230
H 3.854 -0.096 0.395
H 2.752 -0.031 -0.643
```

Summary:
SMILES: C[C@@H](N)C(=O)O.O
total charge: 0
orbital gap: 10.21 eV
LUMO: 0.5 eV

These are the Löwdin partial charges, in e, on atoms 1 to 2:
1 C -0.05
2 C -0.37

***

Formula: C7H11ClSi
Source: the OMol25 dataset
Level of theory: ωB97M-V/def2-TZVPD

Structure (XYZ):
```
20
C7H11ClSi ωB97M-V/def2-TZVPD
C -0.043 -2.224 0.312
C 2.597 -0.283 -1.127
C -2.468 1.387 -1.119
C -0.496 -1.232 -0.469
C 1.953 0.764 -0.655
C -1.228 1.798 -0.720
C 0.073 0.218 2.573
Si 0.089 0.524 -0.189
Cl -1.729 -0.097 2.708
H -0.405 -3.183 0.023
H 0.815 -2.040 0.889
H 3.417 -0.206 -1.740
H 2.006 -1.186 -1.082
H -3.185 1.987 -1.504
H -2.749 0.327 -1.155
H -1.064 -1.440 -1.376
H 2.541 1.622 -0.614
H -0.999 2.846 -0.734
H 0.555 -0.655 2.842
H 0.321 1.073 3.138
```

Summary:
total charge: 0
orbital gap: 7.68 eV
LUMO: 0.0 eV

These are the Löwdin partial charges, in e, on atoms 1 to 2:
1 C -0.05
2 C -0.06

***

Formula: C24H27N3O5
Source: the OMol25 dataset
Level of theory: ωB97M-V/def2-TZVPD

Structure (XYZ):
```
59
C24H27N3O5 ωB97M-V/def2-TZVPD
C 0.967 2.735 -2.990
O -0.002 1.717 -2.781
C 0.369 0.695 -1.989
O 1.490 0.573 -1.523
C -0.705 -0.239 -1.762
N -1.955 -0.122 -2.334
C -2.733 -1.148 -1.905
C -4.057 -1.440 -2.220
C -4.641 -2.548 -1.643
C -6.060 -2.920 -1.947
C -3.897 -3.349 -0.758
C -2.591 -3.074 -0.437
C -1.978 -1.955 -1.012
C -0.684 -1.361 -0.934
N 0.449 -1.663 -0.203
C 0.722 -2.690 0.652
O 0.009 -3.650 0.836
C 2.053 -2.490 1.367
N 1.860 -1.920 2.700
C 3.089 -1.385 3.248
C 3.615 -0.136 2.513
C 2.509 0.720 1.948
C 2.841 1.878 1.246
C 1.869 2.670 0.670
O 2.107 3.812 -0.043
C 3.444 4.183 -0.269
C 0.513 2.299 0.792
O -0.383 3.116 0.161
C -1.749 2.807 0.266
C 0.189 1.154 1.492
C 1.178 0.361 2.068
C 0.819 -0.912 2.792
H 1.939 2.290 -3.215
H 0.611 3.326 -3.830
H 1.050 3.353 -2.093
H -2.206 0.601 -2.986
H -4.607 -0.811 -2.904
H -6.515 -2.207 -2.629
H -6.100 -3.910 -2.401
H -6.647 -2.953 -1.031
H -4.379 -4.212 -0.322
H -2.035 -3.706 0.235
H 1.163 -0.946 -0.332
H 2.518 -3.471 1.507
H 2.706 -1.872 0.733
H 2.883 -1.135 4.292
H 3.846 -2.173 3.234
H 4.276 -0.431 1.692
H 4.219 0.456 3.205
H 3.884 2.137 1.153
H 3.401 5.084 -0.879
H 3.989 3.403 -0.809
H 3.964 4.408 0.669
H -2.088 2.830 1.307
H -1.979 1.826 -0.166
H -2.268 3.580 -0.299
H -0.839 0.841 1.589
H 0.677 -0.702 3.860
H -0.120 -1.325 2.418
```

Summary:
SMILES: COC(=O)c1[nH]c2cc(C)ccc2c1NC(=O)CN1CCc2cc(OC)c(OC)cc2C1
total charge: 0
orbital gap: 8.10 eV
LUMO: 0.5 eV

These are the Löwdin partial charges, in e, on atoms 1 to 2:
1 C -0.03
2 O -0.03

***

Energy above the lowest of the compared OMol25 structures with the same formula, charge and spin, respectively: 0.2621, 1.0647, 5.3903, 0.7955, 3.9431, 2.2735 eV.